(1)
Entry from the Open Molecules 2025 dataset: a cluster of 4 separate species, C33H50N4O11P3 in total in a non-equilibrium geometry (ωB97M-V/def2-TZVPD).

Positions of all 101 atoms, in Å:
1 O 11.636039 5.791333 -4.401594
2 C -14.484494 -3.268587 4.445549
3 C 10.371388 2.541158 -0.918864
4 H -13.158369 -1.217623 2.095883
5 H 4.395302 -1.775716 1.045058
6 P 2.807170 -0.896368 -1.423031
7 H -11.206069 -3.357723 5.300035
8 H 3.486169 0.194422 -2.127724
9 H -11.416777 -2.446068 -1.575151
10 H -15.323977 -2.151017 2.811302
11 C -12.040057 -2.233029 3.648082
12 H 3.723961 -1.997361 -5.078687
13 H 1.374659 0.665572 -2.801821
14 H -3.319213 0.371133 -0.836175
15 C -2.336319 0.268658 -2.945507
16 N -10.745360 -1.703779 3.212445
17 C -13.328663 -3.603416 5.145304
18 C 4.681756 2.263685 5.589047
19 H 0.027534 -1.149737 -0.668530
20 H 12.513759 2.719549 -0.846697
21 C 3.473641 -2.082740 -2.773121
22 H -1.120675 -1.677595 -3.211481
23 N 5.045789 3.686651 7.577101
24 H 4.984663 -1.072902 -4.114933
25 P 4.705450 -1.238010 -0.271560
26 H -10.024457 -3.178437 -0.577397
27 C -0.121521 -0.450003 -1.583123
28 H 8.241445 2.553679 -1.213786
29 H 3.325916 -0.300207 -4.269457
30 O 4.766990 1.978935 0.402189
31 O 6.860216 0.922296 -1.202902
32 O 9.476000 5.749827 -4.550743
33 C 6.441183 1.956690 3.968759
34 C -8.237626 -1.443009 -1.076281
35 O -9.749583 -2.055729 3.828158
36 H 6.803296 1.501825 3.049322
37 O 6.607579 0.403199 1.388739
38 H 7.475035 4.031875 6.443098
39 C -14.419495 -2.409739 3.352158
40 C -3.431806 0.806604 -1.895918
41 C 10.478472 4.388688 -2.983237
42 O 1.689423 -0.925258 1.875457
43 O -9.567658 -1.364500 -1.694556
44 C 9.196168 2.953472 -1.540505
45 H 7.044141 0.077768 -1.680634
46 H 4.502134 1.037449 3.831507
47 H -13.385815 -4.271104 5.998687
48 H 10.328616 1.822862 -0.105194
49 H -8.322360 -0.982975 -0.031563
50 H 8.281138 3.003168 4.353477
51 C 5.146956 1.692550 4.408522
52 N 2.225559 0.356377 -0.226542
53 O -10.734314 -0.942614 2.254047
54 H 5.313717 2.804180 0.401612
55 H 1.505346 -3.183637 -3.378400
56 C 6.816559 3.377572 5.881980
57 C -1.425499 -0.948169 -2.383001
58 C -7.182703 -0.701481 -2.039420
59 H 3.085098 -3.975142 -3.885139
60 C 9.244977 3.881042 -2.576738
61 C 5.522694 3.100727 6.322498
62 H -3.313211 1.952023 -1.791827
63 H 3.691393 -4.454466 -1.397285
64 C 2.051797 -0.153991 0.944212
65 C -5.855153 -0.186262 -1.283163
66 C 3.849198 -1.309704 -4.165055
67 H 2.112238 -1.936110 -0.708022
68 H -5.428473 1.530196 -2.776436
69 H -2.113262 -1.533897 -1.653027
70 H 1.912520 -4.094008 -0.904728
71 C 7.273550 2.799533 4.701824
72 C -4.950863 0.552978 -2.426715
73 H -6.867500 -1.418276 -2.888885
74 C 2.598916 -4.439229 -1.762610
75 P 5.758604 0.626109 0.093688
76 C -12.099663 -3.086463 4.748242
77 C 11.659729 3.971448 -2.371127
78 C 1.237186 -0.439748 -2.469974
79 H -4.977103 -0.168025 -3.330977
80 C -13.195360 -1.885723 2.949553
81 H 2.230650 -5.468832 -2.117585
82 H -10.871580 -1.623038 0.015696
83 C -10.501791 -2.183818 -0.923691
84 H -5.261878 -1.055522 -0.821340
85 N 10.533813 5.382058 -4.058624
86 C 2.568044 -3.398908 -3.017866
87 H 4.493237 -2.480559 -2.386189
88 O 3.916907 3.396249 7.950586
89 H -0.350608 0.586045 -1.121540
90 H 8.321704 4.196492 -3.050740
91 C 11.600745 3.045980 -1.334276
92 H -15.441213 -3.680165 4.753539
93 H -7.693090 0.236666 -2.473433
94 H -1.728935 1.170305 -3.300906
95 O 5.805150 4.431816 8.184957
96 H -6.100052 0.577831 -0.467577
97 H 12.623690 4.356866 -2.684997
98 H 1.155699 -1.044763 -3.437949
99 H -7.950302 -2.555535 -1.012469
100 H -2.890214 -0.161797 -3.865817
101 H 3.672357 2.046975 5.921927

Atomic forces in eV per Å
-0.56 -0.20 0.16
0.03 0.01 -0.01
0.04 0.03 -0.03
0.21 -0.09 0.15
0.29 0.95 -0.42
-1.01 0.35 -3.55
-0.02 0.16 -0.23
0.40 -0.10 0.61
1.54 0.57 0.86
0.15 0.00 0.04
-0.79 -0.32 0.23
-0.11 1.13 1.29
-0.01 -1.76 0.46
-0.01 0.47 -1.70
-0.14 -0.67 -0.26
0.68 0.26 -0.17
-0.03 0.17 -0.23
-0.08 -0.06 -0.02
-0.18 1.01 -1.51
-0.08 0.07 -0.10
0.75 -1.42 -1.13
-0.44 1.12 1.04
-0.15 0.16 0.33
-1.82 -0.25 -0.14
1.28 -0.62 0.39
-0.59 1.50 -0.60
-0.27 -0.62 0.14
0.23 0.05 -0.14
0.47 -1.52 -0.03
2.18 -0.79 -1.57
-2.05 -0.62 1.03
0.59 -0.19 0.24
0.24 0.04 -0.05
0.18 0.05 -0.73
-0.59 0.17 -0.32
-0.20 0.00 0.11
-1.66 0.68 -3.35
-0.26 -0.08 0.08
0.20 -0.09 0.16
-0.58 0.67 -0.54
-0.05 -0.56 0.61
2.15 4.30 -3.83
0.18 -1.35 1.35
0.14 0.17 0.03
-0.42 0.75 0.63
0.09 0.08 0.04
0.06 0.09 -0.10
-0.05 0.08 -0.11
0.43 -0.58 -1.33
-0.11 0.00 0.07
0.13 0.19 0.19
-0.82 -1.14 7.12
-0.06 -0.37 0.58
-0.53 -0.90 0.08
1.36 -0.15 0.69
0.15 0.07 0.03
-0.35 0.40 0.67
-0.17 0.24 0.89
-0.90 0.90 1.23
0.00 0.03 -0.01
0.25 -0.31 -0.63
-0.08 -1.82 -0.04
-1.73 -0.30 -0.42
-1.96 -2.20 -1.94
-0.09 0.45 -1.23
0.90 -0.34 0.74
0.21 -0.05 0.13
0.51 -1.33 0.62
1.08 0.82 -1.20
1.17 -0.52 -1.31
-0.42 -0.02 0.22
0.14 -1.04 0.78
-0.64 1.22 1.30
-0.28 0.83 -0.46
2.05 0.09 4.00
0.07 -0.05 0.06
0.11 0.03 0.00
-1.42 1.47 -0.01
0.33 1.20 1.34
-0.01 0.04 -0.08
0.76 1.44 0.61
0.65 -0.81 -1.44
-0.48 -0.12 0.18
-0.86 1.28 -0.71
0.00 0.37 -0.42
0.97 -0.72 -0.27
-1.73 0.37 -0.73
0.59 0.21 -0.13
0.53 -1.59 -0.85
0.24 0.07 -0.04
-0.25 0.07 -0.12
0.12 0.06 -0.03
0.68 -1.56 0.49
-0.51 -1.46 0.44
-0.42 -0.35 -0.24
0.20 -1.18 -1.00
-0.25 0.07 -0.09
-0.13 0.63 1.44
-0.33 1.55 0.19
0.77 0.90 1.38
0.19 0.15 0.11

The value obtained for the HOMO energy is -5.0409 eV. As for the total charge: -1. As for the largest force on an atom: 0.141 hartree/bohr. Its energy above the lowest of the compared OMol25 structures with the same formula, charge and spin is 111.2 kcal per mole.

Löwdin atomic charge list, values in e, 6 entries:
1 O 0.0594
2 C -0.0765
3 C -0.0602
4 H 0.1193
5 H -0.0886
6 P 0.3197

***

(2)
Entry from the Open Molecules 2025 dataset: a cluster of 2 separate species, C4H13N2OS in total in a non-equilibrium geometry (ωB97M-V/def2-TZVPD).

Positions of all 21 atoms, in Å:
1 C -0.151713 0.486013 1.647271
2 N -1.150652 -0.219299 -0.703138
3 H 0.760637 -1.719363 1.520002
4 H -1.543355 1.463995 -1.981562
5 N 1.922897 -1.856068 -0.147163
6 H 2.319095 -0.900847 -0.309147
7 H -2.686791 1.237129 -0.679077
8 H 0.799609 0.252020 -0.488177
9 H -0.033511 -1.715474 -2.636240
10 H -1.069453 0.845459 1.911755
11 S 0.802851 2.077396 1.709379
12 C -1.654096 1.186632 -0.887839
13 H -1.082888 2.061421 -0.549492
14 H -1.924284 -0.611309 -0.234286
15 H 1.967804 -2.387033 -1.072379
16 H -0.224752 -2.461446 -0.033430
17 C 0.516317 -1.729525 0.399645
18 H 0.276391 -0.086009 2.424343
19 H -1.074969 -0.756105 -2.521563
20 O -0.871956 -1.537070 -3.127732
21 C -0.003713 -0.215894 0.219780

Atomic forces in eV per Å
2.93 0.90 -2.81
0.04 2.43 0.67
-1.21 -1.11 -1.45
-0.51 -0.68 0.52
-0.27 -0.61 -2.02
-0.57 -1.24 0.17
-1.12 0.31 0.52
-1.09 -0.16 1.98
-0.68 -0.41 -0.86
-2.98 0.13 0.30
0.26 0.11 -0.12
1.57 0.57 -3.08
0.04 -0.83 1.37
-0.88 -1.17 0.67
-0.20 1.17 1.64
1.01 0.50 0.79
1.38 2.12 1.03
0.15 -1.06 0.67
-0.39 -1.07 -0.59
1.14 1.10 1.33
1.38 -1.00 -0.72

The value obtained for the HOMO energy is -2.6322 eV. As for the total charge: -1. As for the largest force on an atom: 0.081 hartree/bohr. Its energy above the lowest of the compared OMol25 structures with the same formula, charge and spin is 51.0 kcal per mole.

natural (NBO) atomic charge list, values in e, 6 entries:
1 C -0.5619
2 N -0.6612
3 H 0.1985
4 H 0.1657
5 N -0.8705
6 H 0.3708

***

(3)
Entry from the Open Molecules 2025 dataset: the ion C2H11BN5O with charge -1 in a non-equilibrium geometry (ωB97M-V/def2-TZVPD).

Positions of all 20 atoms, in Å:
1 H -2.669630 -1.825407 0.312781
2 H -1.777999 0.149057 -1.923608
3 H 0.753318 -1.309383 -0.173052
4 B 1.950818 0.977388 0.120708
5 H 0.050198 -0.849953 -1.717537
6 N -2.153586 0.195519 -0.984724
7 N 0.817735 0.791853 -0.643555
8 H -2.053191 0.146517 1.653533
9 N -1.668618 -1.831907 0.149890
10 H 3.472210 -0.161659 -0.728607
11 C 0.198919 -0.497908 -0.677989
12 H -1.210675 -2.154674 0.994215
13 N -1.133468 0.225683 1.222852
14 O 2.109864 2.159683 0.905241
15 N 3.146900 0.048602 0.205983
16 H -0.976740 1.217070 1.073795
17 H 1.640040 2.848398 0.433158
18 C -1.213002 -0.454989 -0.064072
19 H -2.162694 1.177756 -0.748530
20 H 2.879602 -0.851647 0.589518

Atomic forces in eV per Å
-0.03 0.05 0.01
0.04 -0.06 -0.04
0.07 -0.01 0.14
-0.27 -0.04 -0.20
-0.09 -0.23 0.02
-0.43 0.02 0.36
-0.41 -0.05 0.53
0.00 0.00 0.05
-0.04 0.12 -0.12
-0.12 -0.02 -0.11
0.42 0.57 -0.76
0.00 -0.16 0.00
-0.82 0.01 0.15
0.87 0.29 -0.42
0.13 -0.19 0.55
0.58 -0.05 -0.08
-0.53 0.05 0.17
0.51 -0.33 -0.19
0.09 0.10 -0.11
0.02 -0.05 0.04

The value obtained for the HOMO energy is -2.6689 eV. As for the total charge: -1. As for the largest force on an atom: 0.020 hartree/bohr.

natural (NBO) atomic charge list, values in e, 6 entries:
1 H 0.3446
2 H 0.3605
3 H 0.1329
4 B 1.0194
5 H 0.1321
6 N -0.8736

***

(4)
Entry from the Open Molecules 2025 dataset: a cluster of 2 separate species, C19H32BCl4N2O5 in total (ωB97M-V/def2-TZVPD).

Positions of all 63 atoms, in Å:
1 C -3.724733 -2.459401 -1.754190
2 C 2.082137 -0.774087 -2.202588
3 H 0.961364 -1.601517 3.291774
4 C 0.887021 -0.734509 -3.157816
5 H -1.729710 -2.244760 -2.560178
6 H 0.400871 -4.354465 2.252572
7 H 4.223084 0.551635 1.769137
8 H -3.945855 -2.600522 -2.810981
9 H 3.585380 0.166006 -3.423492
10 C -1.391311 0.406020 -2.730351
11 H 0.234694 -1.568839 -2.887293
12 C 3.962885 -0.024380 0.882823
13 H -1.128130 -0.226298 2.467628
14 H -1.803836 -3.253654 -1.139600
15 O -1.015393 -2.894364 2.532665
16 C -4.529344 -1.259372 -1.273988
17 H 1.235767 -0.946761 -4.169887
18 C -1.657905 -1.318630 0.673183
19 H 2.714694 1.317172 -2.390852
20 C -1.444737 0.080768 -1.263295
21 C 0.311798 -3.278901 2.105225
22 H -4.090419 -3.330111 -1.211029
23 H 2.048015 6.298033 4.404830
24 C 1.381605 -2.518647 2.878385
25 N -1.039952 0.962548 0.792147
26 C -1.758032 -1.189561 -0.700422
27 H 0.436253 -3.105882 1.028641
28 H 1.757627 -0.747350 -1.155367
29 H 1.796350 -3.115701 3.687320
30 O 4.197892 0.185536 -1.501644
31 Cl 0.225836 7.078428 5.640399
32 H -1.906475 1.358690 -2.867112
33 H -4.201500 -0.324049 -1.725891
34 C -1.265260 -0.192021 1.394830
35 H -2.964702 -4.177485 0.768656
36 H 2.586502 -1.734474 -2.339991
37 H 0.882775 3.623677 1.621174
38 H 0.524258 1.286894 -2.461463
39 H 0.103495 1.037918 -4.145913
40 O 4.062296 2.061588 -0.271948
41 H -1.395511 2.943138 1.319406
42 O 1.055143 2.684675 -0.219706
43 H -0.666134 1.944630 2.579696
44 C 4.070731 0.867988 -0.323300
45 C 0.075263 0.577649 -3.159759
46 O -3.033253 -3.401430 1.332151
47 C -0.641336 2.183232 1.516892
48 H 1.508978 1.985190 1.628238
49 H 2.913526 -0.320009 0.977807
50 B -1.907487 -2.649055 1.528314
51 C 0.977319 6.315503 4.252181
52 N -1.134854 1.117368 -0.513054
53 Cl 0.643891 7.197233 2.766707
54 H -4.541178 -1.181536 -0.189015
55 H 0.277352 2.986865 -0.699924
56 H 2.202623 -2.231994 2.219994
57 H -1.918935 -0.332565 -3.330253
58 Cl -6.232426 -1.461520 -1.762440
59 Cl 0.437320 4.627451 4.098237
60 C 0.776122 2.639933 1.154306
61 H 4.587524 -0.909405 0.801373
62 C -2.183047 -2.329168 -1.577561
63 C 3.123062 0.306660 -2.446390

Atomic forces in eV per Å
-0.10 0.21 0.08
0.15 -0.18 -0.07
0.00 -0.03 0.06
-0.02 0.09 0.07
0.09 0.05 0.05
-0.04 0.01 0.05
0.05 -0.07 -0.01
0.02 -0.13 0.02
-0.08 0.08 -0.04
-0.03 0.13 -0.01
0.03 -0.04 -0.10
0.07 0.27 0.18
0.00 0.08 -0.01
0.06 0.01 -0.07
-0.03 -0.36 -0.47
-0.21 -0.11 -0.12
0.01 -0.01 0.00
0.08 0.07 0.12
-0.01 0.02 -0.01
-0.12 -0.08 0.01
0.31 0.19 0.11
0.01 -0.01 -0.13
0.01 -0.02 0.00
0.03 0.00 -0.12
-0.10 -0.04 -0.14
0.11 0.22 -0.27
-0.14 0.11 0.01
-0.11 0.16 -0.03
-0.08 0.08 0.10
-0.31 -0.51 0.22
0.00 -0.01 -0.01
-0.04 -0.03 0.00
0.08 0.01 0.09
0.13 -0.19 0.06
-0.15 -0.20 0.30
-0.03 -0.02 0.13
0.07 -0.04 -0.04
0.04 0.07 -0.09
-0.05 0.03 0.00
-0.22 0.03 -0.03
0.03 0.00 -0.18
0.06 -0.22 -0.03
-0.08 0.07 -0.01
0.18 0.15 -0.12
0.08 -0.15 0.09
0.21 0.38 -0.36
0.15 -0.14 0.21
0.05 -0.08 -0.16
0.06 -0.14 -0.08
-0.15 -0.20 0.36
-0.03 0.06 -0.02
-0.17 0.07 0.14
0.01 0.00 -0.01
0.15 0.09 -0.01
0.01 0.13 0.01
0.02 -0.10 0.03
0.07 -0.05 -0.03
-0.02 -0.01 0.01
-0.01 -0.03 0.13
-0.12 0.31 0.14
-0.05 -0.06 -0.07
-0.18 -0.22 0.13
0.25 0.27 -0.08

The value obtained for the HOMO energy is -12.6374 eV. As for the total charge: +1. As for the largest force on an atom: 0.012 hartree/bohr.

natural (NBO) atomic charge list, values in e, 6 entries:
1 C -0.4101
2 C -0.4174
3 H 0.2120
4 C -0.4108
5 H 0.2406
6 H 0.2036

***

(5)
Entry from the Open Molecules 2025 dataset: a cluster of 4 separate species, C4H5NO in total in a non-equilibrium geometry (ωB97M-V/def2-TZVPD).

Positions of all 11 atoms, in Å:
1 C -0.240763 1.455709 -0.123873
2 H -0.270801 -0.615417 -1.858475
3 H 0.803371 -0.124660 -1.930698
4 C -1.194015 -0.291005 1.235926
5 O 1.913773 -1.580208 -0.492140
6 H -2.186237 0.130343 1.119066
7 H -1.081599 -1.215242 1.794006
8 C 1.903142 -0.486108 -0.806889
9 C -0.119672 0.377599 0.820960
10 N -0.382929 2.234184 -0.970141
11 H 0.855726 0.114808 1.212263

Atomic forces in eV per Å
-0.21 0.87 -0.46
3.71 1.82 -0.70
-4.62 -1.74 -0.16
0.05 0.26 0.30
0.38 0.85 -0.10
-0.02 -0.41 -0.51
-0.04 0.29 0.20
0.93 -1.44 0.40
-0.37 0.08 0.43
0.22 -0.62 1.00
-0.03 0.04 -0.40

The value obtained for the HOMO energy is -10.5088 eV. As for the largest force on an atom: 0.096 hartree/bohr. Its energy above the lowest of the compared OMol25 structures with the same formula, charge and spin is 110.1 kcal per mole.

natural (NBO) atomic charge list, values in e, 6 entries:
1 C 0.2501
2 H 0.0039
3 H 0.0100
4 C -0.2803
5 O -0.4951
6 H 0.2146

***

no.,orbital gap (eV),molar mass (Da)
1,5.27,771.702
2,6.33,137.228
3,6.52,131.956
4,8.16,521.098
5,10.38,83.090